No. 1
{"formula": "C5H16NS", "method": "the ωB97M-V functional and the def2-TZVPD basis", "species": ["C", "C", "N", "C", "H", "H", "H", "H", "H", "H", "H", "H", "H", "H", "C", "S", "C", "H", "H", "H", "H", "H", "H"], "coordinates": [[2.71379, -2.22133, 0.91742], [2.82560, -0.72150, 0.93861], [2.03320, -0.08102, -0.18015], [2.13366, 1.39876, -0.31491], [2.86862, -2.60184, -0.09530], [3.47170, -2.62878, 1.58165], [1.73441, -2.57649, 1.23904], [2.41622, -0.28639, 1.85229], [3.83765, -0.33058, 0.83561], [1.05276, -0.34316, -0.03671], [2.30411, -0.52129, -1.06064], [1.81345, 1.88992, 0.59676], [1.50999, 1.70628, -1.14798], [3.16422, 1.62205, -0.57638], [-1.07332, 0.60058, -0.38569], [-2.80814, 0.98370, -0.18528], [-3.47900, -0.67247, -0.51441], [-0.90053, 0.15332, -1.36700], [-0.77737, -0.03356, 0.46447], [-0.48790, 1.50656, -0.25739], [-4.55835, -0.59063, -0.41649], [-3.19307, -0.95772, -1.52409], [-3.12495, -1.37825, 0.23305]], "forces_ev_per_a": [[-0.10, -0.06, -0.34], [-0.10, 0.98, 0.22], [-0.33, -0.54, 0.14], [0.37, -0.11, -0.44], [0.25, -0.12, 0.10], [-0.02, -0.15, -0.05], [0.01, 0.11, 0.12], [0.05, -0.08, 0.01], [0.07, -0.27, -0.07], [-0.06, 0.11, -0.12], [0.05, 0.04, -0.03], [0.10, -0.07, 0.11], [-0.09, 0.02, 0.03], [0.06, 0.17, 0.26], [0.05, -0.07, 0.56], [-0.39, 0.07, 0.00], [0.23, 0.52, 0.18], [0.22, -0.10, 0.12], [-0.01, -0.37, -0.32], [-0.25, 0.28, -0.27], [-0.02, -0.02, -0.16], [-0.17, -0.23, 0.02], [0.07, -0.11, -0.07]], "mulliken_charge": [-1.114, -0.376, -0.028, -1.033, 0.330, 0.357, 0.353, 0.340, 0.389, 0.142, 0.388, 0.397, 0.426, 0.400, -1.079, -0.004, -0.835, 0.450, 0.347, 0.273, 0.339, 0.268, 0.270], "total_charge": 1, "multiplicity": 1, "e_homo_ev": -11.585, "e_lumo_ev": -3.2}

No. 2
{"formula": "C19H19NO5", "method": "the ωB97M-V functional and the def2-TZVPD basis", "species": ["C", "O", "C", "C", "C", "C", "C", "C", "C", "O", "N", "C", "C", "C", "C", "C", "C", "O", "C", "C", "O", "C", "C", "O", "C", "H", "H", "H", "H", "H", "H", "H", "H", "H", "H", "H", "H", "H", "H", "H", "H", "H", "H", "H"], "coordinates": [[-5.97196, -0.47481, 1.46962], [-5.11155, -0.77127, 0.39798], [-3.93625, -0.09717, 0.30553], [-3.49480, 0.87310, 1.19158], [-2.27646, 1.50372, 1.00736], [-1.46210, 1.17900, -0.07109], [-0.16899, 1.78772, -0.30959], [0.42884, 2.72340, 0.43617], [1.71211, 3.35099, 0.06834], [1.89127, 4.55227, 0.13995], [2.69731, 2.54358, -0.43605], [2.83222, 1.15301, -0.38066], [3.48870, 0.49250, -1.41804], [3.62189, -0.88080, -1.39603], [3.11686, -1.62276, -0.33675], [2.51372, -0.95852, 0.73630], [2.37599, 0.42094, 0.70850], [2.06084, -1.62714, 1.84316], [2.53954, -2.95110, 1.93039], [2.42145, -3.64345, 0.57347], [3.23263, -2.99090, -0.37691], [-1.90861, 0.19795, -0.96855], [-3.12071, -0.43845, -0.79944], [-3.62628, -1.39906, -1.62239], [-2.88357, -1.76325, -2.75817], [-5.50267, -0.69009, 2.43537], [-6.29685, 0.57068, 1.44890], [-6.83726, -1.12252, 1.33828], [-4.10093, 1.15003, 2.03935], [-1.96804, 2.25501, 1.71582], [0.34730, 1.42118, -1.18894], [-0.06142, 3.17898, 1.28332], [3.46808, 3.05006, -0.85444], [3.88144, 1.05791, -2.24926], [4.11084, -1.40597, -2.20055], [1.90991, 0.90436, 1.55060], [1.93246, -3.45102, 2.68627], [3.59266, -2.94899, 2.24373], [2.76971, -4.67610, 0.62197], [1.37136, -3.62195, 0.24983], [-1.27505, -0.05457, -1.80472], [-2.73033, -0.91234, -3.43042], [-3.47852, -2.52016, -3.26680], [-1.91183, -2.19015, -2.48710]], "forces_ev_per_a": [[-0.14, 0.07, 0.20], [0.36, 0.01, -0.27], [0.04, -0.12, -0.18], [-0.25, -0.16, -0.01], [0.29, -0.02, -0.25], [-0.64, -0.19, 0.23], [0.49, 0.53, 0.16], [-0.48, -0.11, -0.21], [0.15, 0.10, -0.22], [-0.10, 0.08, 0.13], [0.39, 0.32, -0.29], [0.10, -0.63, 0.14], [-0.14, 0.12, 0.09], [-0.08, -0.20, 0.29], [-0.07, 0.04, -0.02], [0.11, -0.02, -0.10], [0.18, -0.18, -0.06], [-0.11, 0.36, -0.17], [0.18, -0.50, -0.25], [-0.25, -0.01, 0.50], [0.23, 0.25, -0.16], [-0.01, -0.01, 0.01], [-0.29, -0.12, 0.08], [-0.11, 0.23, 0.39], [0.15, -0.06, -0.19], [-0.01, 0.02, -0.04], [0.03, -0.04, 0.01], [0.04, 0.07, 0.05], [-0.09, -0.01, 0.06], [0.03, 0.09, 0.09], [0.10, -0.03, -0.04], [-0.04, 0.02, 0.11], [-0.17, 0.03, 0.15], [0.00, 0.07, -0.12], [0.06, -0.07, -0.11], [-0.01, 0.01, 0.11], [0.08, -0.01, -0.07], [-0.12, 0.00, 0.01], [-0.08, 0.07, 0.04], [0.10, -0.03, 0.01], [0.04, -0.06, -0.11], [0.01, -0.03, 0.04], [0.08, 0.05, 0.00], [-0.03, 0.03, -0.01]], "mulliken_charge": [-0.949, -0.413, 1.014, -0.552, -1.247, 0.433, 0.183, -0.708, 0.042, -0.659, -0.105, -0.071, -0.558, -0.749, 0.409, 0.488, -0.236, -0.439, -0.467, -0.433, -0.464, -0.447, 0.795, -0.422, -0.866, 0.372, 0.373, 0.233, 0.375, 0.299, 0.244, 0.383, 0.247, 0.419, 0.439, 0.503, 0.350, 0.286, 0.346, 0.265, 0.381, 0.353, 0.228, 0.330], "total_charge": 0, "multiplicity": 1, "e_homo_ev": -7.835, "smiles": "COc1ccc(/C=C/C(=O)Nc2ccc3c(c2)OCCO3)cc1OC", "e_lumo_ev": 0.4}

No. 3
{"formula": "C7H12N3Re", "method": "the ωB97M-V functional and the def2-TZVPD basis", "species": ["C", "Re", "N", "H", "H", "H", "H", "H", "H", "H", "H", "N", "C", "C", "C", "C", "C", "N", "C", "H", "H", "H", "H"], "coordinates": [[2.38742, -2.39670, -0.58754], [-0.10018, -0.05858, -1.61527], [-0.08315, 1.24688, -3.08263], [0.00656, -1.48923, -2.73547], [-0.96753, 0.94585, -3.45385], [2.70295, -1.40047, -0.92684], [2.94117, -3.02763, -1.28334], [1.27777, -2.17506, -0.81613], [2.79427, -2.40551, 0.43075], [-0.13574, 2.15935, -2.66449], [0.63627, 1.21932, -3.82887], [-4.32340, -0.06587, 2.40257], [-3.22848, 0.11161, 2.13795], [-1.86326, 0.36071, 1.84471], [-1.02871, 1.11015, 2.66975], [0.27736, 1.33756, 2.29954], [0.77736, 0.86526, 1.10921], [-0.10302, 0.17131, 0.34826], [-1.37870, -0.15574, 0.64761], [-1.42214, 1.49462, 3.58860], [0.96376, 1.89241, 2.89893], [1.80122, 1.02751, 0.70325], [-1.93182, -0.76773, -0.08667]], "forces_ev_per_a": [[-0.37, 2.49, -0.96], [1.53, -3.07, -1.03], [0.92, 0.70, -2.50], [-0.07, 1.61, 0.90], [-0.92, 0.38, -1.05], [0.60, 0.23, -0.04], [-0.69, -0.49, 0.23], [1.36, -1.69, 0.90], [-0.87, -0.58, -0.10], [-0.08, 0.71, -0.26], [-0.55, 0.06, 0.52], [-0.92, -0.19, 0.11], [0.22, 0.22, 0.47], [-0.32, -0.51, -0.73], [-0.15, -0.29, -0.27], [0.93, 0.39, 0.09], [-1.11, -0.56, -0.56], [0.55, -1.13, 0.82], [0.96, 1.15, 1.42], [-0.08, 0.17, 0.35], [0.05, 0.36, 0.62], [-1.02, -0.24, 0.46], [0.04, 0.28, 0.63]], "lowdin_spin": [0.026, 2.561, 0.136, -0.014, 0.026, 0.006, 0.002, 0.013, 0.001, 0.015, 0.022, 0.002, 0.001, 0.013, 0.006, 0.007, 0.013, 0.068, 0.070, 0.000, 0.001, 0.001, 0.026], "total_charge": 1, "multiplicity": 4, "e_homo_ev": [-11.699, -11.130], "e_lumo_ev": [-4.8, -4.8]}